(w)
{
  "formula": "C3H8N3O",
  "method": "wB97M-V/def2-TZVPD",
  "e_lumo_ev": -4.9,
  "homo_ha": -0.5178,
  "total_charge": 1,
  "elements": ["O", "N", "N", "N", "C", "C", "C", "H", "H", "H", "H", "H", "H", "H", "H"],
  "xyz": [[0.90642, -1.91087, 0.38771], [1.44733, 0.67363, -0.54960], [-1.76817, -0.70374, -0.20567], [-0.73980, 0.20969, -0.28917], [-0.41764, 1.35293, 0.56309], [0.44670, -0.15937, -0.82147], [1.03442, 1.61307, 0.15944], [-1.41913, -1.58769, -0.57809], [-2.72816, -0.33014, -0.54836], [1.70689, 2.50530, 0.50693], [0.47724, -0.93668, -1.58493], [1.35466, -1.61998, 1.14431], [-1.16927, 2.09547, 0.26250], [-0.50993, 1.29741, 1.68629], [1.37843, -2.49903, -0.13299]]
}

(x)
{
  "formula": "C3H8N3O",
  "method": "wB97M-V/def2-TZVPD",
  "e_lumo_ev": -3.5,
  "homo_ha": -0.5414,
  "smiles": "CNO/C=N\\C=[NH2+]",
  "total_charge": 1,
  "elements": ["O", "N", "N", "N", "C", "C", "C", "H", "H", "H", "H", "H", "H", "H", "H"],
  "xyz": [[-1.12582, -1.32141, 0.40377], [1.01972, -1.05292, -0.34415], [-1.27176, 0.13280, 0.71495], [2.37729, 0.52992, 0.60383], [-1.86046, 0.86878, -0.37470], [1.68356, 0.04864, -0.37865], [-0.04588, -1.69392, -0.12580], [2.37575, 0.01622, 1.43942], [-1.58810, 2.03190, -0.32653], [-1.31895, 0.50940, -1.32124], [2.95697, 1.29668, 0.64843], [-1.98720, 0.02007, 1.36301], [1.71483, 0.60227, -1.24523], [-0.06439, -2.68190, -0.45262], [-2.86556, 0.69348, -0.60447]]
}

(y)
{
  "formula": "C3H8N3O",
  "method": "wB97M-V/def2-TZVPD",
  "e_lumo_ev": [-6.2, -5.3],
  "homo_ha": [-0.4952, -0.5209],
  "total_charge": 1,
  "elements": ["O", "N", "N", "N", "C", "C", "C", "H", "H", "H", "H", "H", "H", "H", "H"],
  "xyz": [[3.22770, 0.10800, 0.39580], [-1.47490, -0.50021, 0.61415], [-0.74814, -0.14810, -0.59301], [1.12226, 0.94467, 0.28349], [1.55244, -1.18522, -0.57482], [2.09146, 0.07504, -0.00417], [-0.11747, 1.08618, -0.46336], [-1.15664, 0.19176, 1.27432], [1.47409, 1.76036, 0.70986], [1.81711, -1.89090, 0.22455], [-0.84992, 1.74052, 0.04844], [-0.01303, 1.61654, -1.35526], [-1.58106, -1.53648, 0.68532], [1.55462, -1.44441, -1.67688], [-2.54070, -0.35867, 0.38813]]
}

Which structure loses on stability? (y) does.

(w)
{
  "formula": "C4H14N2O",
  "method": "wB97M-V/def2-TZVPD",
  "e_lumo_ev": 0.8,
  "homo_ha": -0.3412,
  "smiles": "CC[C@H](N)CN.O",
  "total_charge": 0,
  "elements": ["O", "N", "N", "C", "C", "C", "C", "H", "H", "H", "H", "H", "H", "H", "H", "H", "H", "H", "H", "H", "H"],
  "xyz": [[-2.36333, -0.12845, 2.76314], [1.47509, 2.38393, -1.29197], [-0.75500, 0.46972, 0.27802], [0.06156, -2.37308, 0.26199], [0.50396, 0.01655, -0.28587], [1.19219, 0.89226, -1.45413], [0.32074, -1.38309, -0.83994], [-1.47804, 0.26446, -0.41986], [-0.81424, 1.54649, 0.42330], [0.54602, 0.82781, -2.38542], [1.31756, -0.18064, 0.57135], [2.47518, 2.68672, -1.24373], [2.13045, 0.35617, -1.64343], [0.85451, -2.78031, 0.86271], [-0.58698, -1.90576, 0.98002], [1.22639, 2.72377, -0.36984], [-0.47902, -3.15294, -0.18514], [-1.62191, 0.40469, 2.35664], [-2.98267, 0.62301, 2.94488], [1.26263, -1.81550, -1.32444], [-0.45456, -1.46182, -1.66686]]
}

(x)
{
  "formula": "C4H14N2O",
  "method": "wB97M-V/def2-TZVPD",
  "e_lumo_ev": 0.7,
  "homo_ha": -0.2985,
  "smiles": "CN[C@H](C)CN.O",
  "total_charge": 0,
  "elements": ["O", "N", "N", "C", "C", "C", "C", "H", "H", "H", "H", "H", "H", "H", "H", "H", "H", "H", "H", "H", "H"],
  "xyz": [[2.97905, 0.58737, 1.92718], [1.00710, -2.06439, -0.40869], [-1.08591, 1.01739, 0.72676], [-0.01873, -1.30709, 0.39775], [-0.19414, 0.28569, -1.63255], [-2.41742, 1.17133, 0.08606], [-0.05482, 0.24706, -0.05449], [3.50082, 1.17218, 1.33193], [0.97832, 0.65037, 0.12747], [0.14656, -1.39810, 1.40559], [-0.98424, -0.35396, -2.04560], [-0.44776, 1.39950, -1.75950], [-1.23885, 0.58965, 1.76475], [0.78853, -2.16635, -1.46253], [-1.09427, -1.78589, 0.36067], [1.92996, -1.60944, -0.45092], [-2.97137, 0.14668, -0.06634], [0.81910, 0.11371, -2.09594], [-2.24229, 1.57411, -0.92484], [3.57697, -0.13929, 2.12839], [-2.97660, 1.86949, 0.64485]]
}

(y)
{
  "formula": "C4H14N2O",
  "method": "wB97M-V/def2-TZVPD",
  "e_lumo_ev": 0.9,
  "homo_ha": -0.3388,
  "smiles": "CC[C@@H](N)CN.O",
  "total_charge": 0,
  "elements": ["O", "N", "N", "C", "C", "C", "C", "H", "H", "H", "H", "H", "H", "H", "H", "H", "H", "H", "H", "H", "H"],
  "xyz": [[1.11839, -0.14409, -3.62621], [-0.86156, -0.53865, -0.54808], [-2.48489, 0.61827, 1.58324], [-0.23720, 0.31253, 0.48886], [1.97854, -0.44537, -0.42641], [-1.05221, 0.47989, 1.78300], [1.14813, -0.22551, 0.82993], [-2.90322, 1.35002, 2.13943], [1.80542, 0.32891, -1.17409], [-2.76935, 0.72472, 0.62142], [-0.08938, 1.29578, 0.01934], [-1.77812, -0.17027, -0.77551], [-0.81824, -0.36434, 2.44696], [1.59497, 0.60090, 1.38716], [1.11193, -1.12256, 1.43221], [3.05203, -0.47245, -0.21699], [0.67124, -0.69536, -4.27827], [0.50716, -0.11793, -2.87626], [-0.67435, 1.39440, 2.25777], [1.69946, -1.35805, -0.93615], [-1.01878, -1.45081, -0.13135]]
}

(z)
{
  "formula": "C4H14N2O",
  "method": "wB97M-V/def2-TZVPD",
  "e_lumo_ev": 0.7,
  "homo_ha": -0.3097,
  "smiles": "CC[C@H](N)CN.O",
  "total_charge": 0,
  "elements": ["O", "N", "N", "C", "C", "C", "C", "H", "H", "H", "H", "H", "H", "H", "H", "H", "H", "H", "H", "H", "H"],
  "xyz": [[-1.69311, -1.97292, 1.81362], [1.92426, -0.82630, -1.71689], [1.35613, 0.16528, 0.75744], [1.28014, 0.44448, -1.51674], [0.26838, 0.31970, -0.30045], [-2.11739, 1.11233, 0.17545], [-0.65078, 1.38870, 0.26325], [0.80965, 0.78684, -2.49814], [2.92875, -0.85118, -1.85325], [2.02960, 1.26403, -1.19975], [-2.18076, -1.72169, 2.52657], [-0.39589, 2.41398, -0.08430], [-2.33088, 0.09584, 0.61343], [-2.45295, 1.07012, -0.84466], [-0.48064, 1.55528, 1.39575], [-2.75185, 1.83304, 0.82221], [1.37357, -1.48205, -2.13951], [0.92138, -0.07218, 1.59306], [1.99560, -0.56087, 0.68198], [-1.31952, -2.88333, 1.93029], [-0.24603, -0.62868, -0.46549]]
}

Which structure loses on stability? (x) does.

(w)
{
  "formula": "C4H14N2O",
  "method": "wB97M-V/def2-TZVPD",
  "e_lumo_ev": 0.6,
  "homo_ha": -0.3288,
  "smiles": "CNCCCN.O",
  "total_charge": 0,
  "elements": ["O", "N", "N", "C", "C", "C", "C", "H", "H", "H", "H", "H", "H", "H", "H", "H", "H", "H", "H", "H", "H"],
  "xyz": [[-2.52629, 2.28581, -0.88963], [-1.43318, 0.07746, 1.71595], [1.85104, -0.18193, -0.28819], [0.55527, -0.72927, -0.71358], [-0.04373, -1.59752, 0.40163], [2.56269, 0.37434, -1.46787], [-0.33194, -0.86196, 1.73538], [0.71530, -2.34969, 0.64027], [-3.09095, 2.91506, -1.37231], [2.88765, -0.45512, -2.09384], [3.43690, 0.89991, -1.10989], [1.85835, 0.95426, -2.06972], [-0.24421, -0.04384, -1.04808], [-2.28521, 1.67842, -1.60843], [0.79598, -1.35257, -1.57919], [-1.29599, 0.86850, 1.08737], [-0.96365, -2.07365, 0.04804], [-0.54759, -1.64825, 2.45769], [1.64035, 0.62500, 0.29528], [-2.25413, -0.36553, 1.30938], [0.62145, -0.38533, 1.97083]]
}

(x)
{
  "formula": "C4H14N2O",
  "method": "wB97M-V/def2-TZVPD",
  "e_lumo_ev": 0.9,
  "homo_ha": -0.3278,
  "smiles": "CNCCCN.O",
  "total_charge": 0,
  "elements": ["O", "N", "N", "C", "C", "C", "C", "H", "H", "H", "H", "H", "H", "H", "H", "H", "H", "H", "H", "H", "H"],
  "xyz": [[-0.16064, 2.86390, 1.44326], [0.03377, 0.87478, -2.32469], [0.64689, -0.21417, 1.28231], [1.24618, -0.72232, -0.01341], [0.22464, -1.19372, -1.07081], [-0.65736, -0.73452, 1.73530], [-0.73494, -0.04610, -1.44335], [-0.21112, 0.69120, -3.28448], [-1.71247, -0.37386, -1.83431], [-1.33808, -0.97895, 0.91681], [1.92355, -1.53352, 0.24269], [-0.64355, -1.62053, 2.38950], [-0.13412, 1.82735, -2.04022], [1.17853, -0.48764, 2.09790], [-0.40926, -1.92934, -0.54838], [1.82921, 0.15301, -0.31945], [0.88142, -1.65305, -1.81163], [0.74739, 2.56341, 1.31900], [-1.13805, -0.04043, 2.44213], [-0.90103, 0.52164, -0.52607], [-0.67097, 2.03286, 1.34788]]
}

Which structure loses on stability? (x) does.

(w)
{
  "formula": "CH2N4OS",
  "method": "wB97M-V/def2-TZVPD",
  "e_lumo_ev": -0.4,
  "homo_ha": -0.3294,
  "smiles": "On1[nH]nnc1=S",
  "total_charge": 0,
  "elements": ["S", "O", "N", "N", "N", "N", "C", "H", "H"],
  "xyz": [[1.97265, -0.32928, -0.01463], [-0.05227, 1.96197, -0.06224], [-0.46341, 0.68926, 0.21933], [-1.72246, 0.28913, -0.09516], [-0.56137, -1.47486, -0.01567], [-1.75366, -1.01374, -0.07410], [0.33780, -0.41434, 0.09103], [-2.54072, 0.81044, 0.32420], [0.87605, 1.81982, -0.37908]]
}

(x)
{
  "formula": "CH2N4OS",
  "method": "wB97M-V/def2-TZVPD",
  "e_lumo_ev": -0.8,
  "homo_ha": -0.3700,
  "smiles": "[H]/N=c1/nnon1S",
  "total_charge": 0,
  "elements": ["S", "O", "N", "N", "N", "N", "C", "H", "H"],
  "xyz": [[2.00909, -0.53151, -0.05266], [-0.64559, -1.71202, -0.31886], [-1.96112, -1.15833, 0.05082], [-0.29942, 1.84766, -0.12807], [-1.96737, 0.05856, 0.18457], [0.24541, -0.47389, -0.31839], [-0.57207, 0.64631, -0.23776], [0.79314, 1.76547, -0.55117], [2.39793, -0.44226, 1.37152]]
}

Which structure loses on stability? (x) does.